(1)
This record from the OMol25 dataset describes a structure of composition C42H37BN9O2S3V. The level of theory is ωB97M-V with the def2-TZVPD basis set.

```
95
Properties=species:S:1:pos:R:3:forces:R:3:lowdin_charge:R:1
V 0.1421 0.7437 0.2743 -0.158 0.406 0.881 0.838
C -0.3216 -3.6512 1.1059 -1.645 -0.479 0.366 -0.050
C 0.1702 -2.3861 0.8446 2.630 0.688 -0.863 -0.146
N -0.4807 -1.2493 0.9008 -0.708 -1.068 0.111 0.067
C -1.8073 -1.3542 1.2763 1.104 0.040 -0.362 -0.169
C -2.4365 -2.5925 1.5624 1.717 -0.326 -0.284 -0.185
C -1.6439 -3.7718 1.4571 0.094 0.117 0.237 0.016
C -3.7648 -2.6040 1.9321 -0.636 -0.474 -0.182 -0.056
C -4.3785 -1.4022 2.0350 -0.930 -0.289 0.517 -0.100
C -3.7764 -0.1821 1.7981 0.956 0.223 0.215 -0.022
C -2.4664 -0.1179 1.3452 -1.532 0.907 -0.170 -0.207
N -1.7810 1.0132 0.9434 1.181 -0.338 -0.587 -0.010
C -2.2440 2.3004 0.7409 -0.339 0.874 0.565 -0.244
C -3.5168 2.8351 0.6742 -1.328 -1.035 -0.201 -0.008
C -3.8615 4.2398 0.7309 2.550 -1.858 -0.042 -0.057
C -2.8393 5.1449 0.7714 -0.027 0.618 -1.031 -0.034
C -1.4809 4.6762 0.5845 -1.411 -0.583 1.261 -0.147
C -0.3835 5.5178 0.5778 2.187 0.302 0.026 -0.004
C 0.9344 5.0350 0.6588 -0.945 0.546 -0.126 -0.008
C 1.0975 3.6339 0.7186 0.433 1.742 -0.182 -0.137
N 0.0643 2.8539 0.5898 0.035 -1.457 0.872 -0.029
C -1.2101 3.2924 0.6539 0.234 0.558 -0.621 -0.189
H 0.2849 -4.5272 1.0138 0.450 -0.157 -0.049 0.111
H 1.2449 -2.3249 0.5303 -1.056 0.045 0.421 0.137
H -2.0831 -4.7513 1.7125 0.186 0.603 -0.292 0.134
H -4.3066 -3.5374 2.0687 0.176 0.172 0.087 0.123
H -5.4023 -1.4157 2.3281 -0.712 0.204 0.273 0.105
H -4.2826 0.6938 2.1137 -0.511 0.746 -0.240 0.098
H -4.3397 2.0996 0.5383 0.489 0.752 0.417 0.102
H -4.8913 4.4297 0.7870 -1.108 0.749 0.007 0.086
H -3.0365 6.2333 0.7677 0.205 -0.733 0.178 0.117
H -0.5335 6.5835 0.5706 -0.125 0.277 -0.086 0.113
H 1.7896 5.7440 0.6585 -0.708 -0.763 0.172 0.118
H 2.0785 3.2005 0.9081 -0.294 -0.099 -0.434 0.110
C -4.7715 -0.8948 -1.4261 0.546 1.670 0.758 -0.026
N -3.7573 -0.4226 -2.3862 0.046 -0.584 0.362 -0.101
C -3.9252 0.6476 -3.2553 -0.756 -0.014 0.457 -0.071
C -2.8896 0.6299 -4.0910 0.592 -0.169 -0.246 -0.123
N -2.0746 -0.4211 -3.7758 0.614 -0.810 0.136 -0.047
B -0.7644 -0.7344 -4.5497 -0.724 0.264 -0.429 -0.474
N 0.4176 0.2221 -4.1712 1.694 1.528 1.843 0.014
C 1.6223 0.1785 -4.8456 -0.080 1.421 1.334 -0.052
C 2.4881 1.0691 -4.2734 -0.749 -0.657 -0.166 -0.029
N 1.8287 1.6384 -3.2023 0.183 -0.050 -0.498 -0.105
C 2.3053 2.7876 -2.4501 -0.393 -1.326 0.645 0.004
C 0.5929 1.1356 -3.1491 -1.856 -1.163 -0.653 -0.611
S -0.6367 1.5756 -1.9827 0.723 -0.112 -0.016 0.826
C -2.6097 -1.0895 -2.7325 -0.280 -0.183 0.371 -0.761
S -2.0315 -2.4955 -1.9782 -0.117 -0.023 -0.017 0.629
H -4.3798 -1.5588 -0.6467 0.373 0.269 -0.535 0.048
H -5.5397 -1.4131 -1.9435 -0.799 -0.458 -0.526 0.075
H -5.2050 0.0097 -0.9016 0.409 -0.960 -0.645 0.101
H -4.7845 1.2870 -3.2050 -0.053 0.124 0.065 0.114
H -2.5399 1.2457 -4.8733 -0.269 0.777 -0.611 0.112
H -0.9310 -0.4052 -5.6817 -0.352 -0.081 -0.604 0.074
H -0.4345 -1.8774 -4.4986 0.152 -0.163 0.338 0.063
H 1.7812 -0.4548 -5.6596 0.078 -0.790 -1.051 0.112
H 3.4771 1.3573 -4.5458 0.385 0.036 -0.041 0.118
H 2.8101 3.3666 -3.1509 0.823 1.457 -1.050 0.074
H 3.0226 2.5117 -1.6748 -0.234 -0.193 0.145 0.099
H 1.4385 3.2842 -2.0427 -0.072 0.251 0.197 0.059
C 1.0657 -4.6616 4.2930 1.305 0.458 0.950 -0.046
C 1.3357 -3.1608 4.0155 -0.846 -1.768 0.187 -0.267
C 2.5751 -2.7723 3.5447 0.442 0.485 -0.270 -0.048
C 2.8534 -1.4518 3.2908 -0.821 1.199 0.724 -0.041
C 1.8568 -0.4841 3.5133 0.258 -1.097 -0.063 -0.267
C 0.5990 -0.8717 3.9429 -0.354 -0.688 0.120 -0.054
C 0.3347 -2.2167 4.2112 -0.012 -0.294 0.088 -0.036
S 2.0801 1.1508 2.9345 0.262 -0.844 -0.270 0.571
O 3.3438 1.6668 3.3931 -0.090 0.010 -0.204 -0.287
O 0.8714 1.8032 3.2936 -0.966 1.185 0.141 -0.291
N 2.0243 0.9045 1.3313 1.542 0.067 -0.320 -0.197
C 3.2239 0.4147 0.6830 -0.996 0.338 1.150 -0.239
C 4.5568 0.4615 1.0543 -0.009 1.588 -0.003 -0.036
C 5.5612 -0.0374 0.1938 -0.356 -1.385 -0.807 -0.051
C 5.2384 -0.8309 -0.9213 -0.513 1.232 1.909 -0.019
C 3.8610 -0.9903 -1.2177 0.454 -0.244 -0.188 -0.162
C 3.3692 -1.8729 -2.1960 -1.064 -0.070 -0.414 0.016
C 2.0128 -1.9570 -2.4612 0.847 -0.543 0.235 -0.012
C 1.1341 -1.1227 -1.7511 1.176 0.759 0.081 -0.161
N 1.5858 -0.2700 -0.8185 -0.613 -1.660 -1.117 -0.018
C 2.9035 -0.2905 -0.4750 -0.473 0.017 -0.658 -0.192
H 1.5241 -5.3368 3.5701 0.131 0.258 -0.205 0.069
H 0.0341 -4.9397 4.3552 -0.780 0.234 -0.048 0.055
H 1.5140 -4.9561 5.2819 -0.329 0.370 -0.783 0.093
H 3.3666 -3.4549 3.3223 0.192 -0.731 0.135 0.112
H 3.8176 -1.0854 2.9991 0.399 -0.267 -0.243 0.100
H -0.2121 -0.1738 4.0185 -0.048 0.437 0.077 0.109
H -0.6603 -2.5825 4.5367 0.676 0.551 -0.217 0.130
H 4.8152 1.0915 1.9174 0.047 -0.654 -0.385 0.106
H 6.6025 0.0910 0.4749 -0.142 0.047 -0.050 0.104
H 5.9816 -1.3499 -1.4804 0.422 -0.182 -0.388 0.099
H 4.0463 -2.5062 -2.7434 0.262 -0.053 -0.126 0.118
H 1.6499 -2.6927 -3.1868 -0.104 0.503 0.301 0.126
H 0.0869 -1.0977 -1.9998 -0.239 -0.227 0.244 0.022
```
Positions in Å, forces in eV/Å.

- highest occupied orbital energy (spin up / spin down) (eV) = -6.7 / -6.7
- ΔE to the lowest compared entry with this formula, charge and spin (kJ/mol) = 0.0
- ⟨S²⟩ = 2.021
- orbital gap (spin up / spin down) (eV) = 6.15 / 6.17
- largest force on an atom (eV/A) = 3.2
- 2S+1 = 3



(2)
This record from the OMol25 dataset describes a structure of composition C42H37F6FeN7O7S3Se2. The level of theory is ωB97M-V with the def2-TZVPD basis set.

```
105
Properties=species:S:1:pos:R:3:forces:R:3:lowdin_charge:R:1
Fe -0.6411 -0.4262 0.7947 -0.359 -2.734 0.776 0.446
C 0.2567 -0.8053 5.0345 0.194 -0.103 -0.189 -0.372
Se -0.8632 -0.1908 3.5697 -0.224 0.404 0.125 1.031
C -0.9623 1.6960 4.1053 0.001 0.035 -0.301 -0.485
C 0.3012 2.3146 4.6615 0.036 0.072 -0.038 -0.529
Se 1.9248 2.2360 3.5724 -0.063 -0.039 0.013 0.972
C 3.0124 3.0701 4.9484 0.017 -0.019 -0.041 -0.408
H -0.1406 -0.3858 5.9549 -0.008 -0.050 0.033 0.029
H 1.2896 -0.4922 4.8883 -0.008 0.028 0.076 0.002
H 0.1935 -1.8908 5.0741 -0.009 0.010 0.000 0.020
H -1.7360 1.7741 4.8687 -0.086 -0.075 -0.024 0.078
H -1.3123 2.2057 3.2072 0.052 -0.031 0.071 0.029
H 0.5689 1.8490 5.6089 -0.010 0.042 0.094 0.048
H 0.0974 3.3721 4.8356 0.010 0.009 0.020 0.077
H 2.7774 4.1303 5.0034 0.012 0.006 0.040 0.023
H 4.0521 2.9440 4.6550 0.026 0.038 0.043 0.011
H 2.8481 2.5964 5.9146 0.026 -0.018 0.000 0.019
C 7.4757 -0.7318 -10.0148 0.025 0.018 0.046 -0.076
O 7.8981 -0.6797 -8.6605 0.002 -0.025 -0.090 -0.075
C 6.9451 -0.7588 -7.7026 -0.054 -0.010 -0.013 -0.282
C 5.5789 -0.8369 -7.9573 -0.039 -0.002 0.028 -0.005
C 4.6878 -0.9151 -6.8974 -0.014 0.003 -0.012 -0.012
C 5.1328 -0.9154 -5.5819 -0.074 0.016 0.074 -0.157
C 6.5057 -0.8381 -5.3427 0.038 -0.005 0.029 -0.027
C 7.4033 -0.7609 -6.3858 0.025 -0.010 0.019 0.004
C 4.1465 -0.9840 -4.4965 0.102 0.001 -0.015 -0.256
N 2.8543 -1.1395 -4.6596 -0.063 -0.013 0.017 0.195
C 2.3260 -1.1294 -3.3946 -0.177 0.001 -0.068 -0.168
C 3.3076 -0.9716 -2.4516 0.179 0.089 0.108 -0.126
N 4.4769 -0.8775 -3.1706 0.021 -0.028 0.041 0.186
C 3.0515 -0.8590 -1.0505 0.082 -0.004 -0.084 -0.069
C 4.0057 -0.6124 -0.0529 0.054 -0.017 -0.178 0.015
C 3.5939 -0.4841 1.2442 -0.079 -0.006 0.160 -0.026
C 2.2309 -0.5758 1.5411 -0.023 -0.138 0.155 -0.134
N 1.3101 -0.7894 0.6184 0.421 0.439 -0.351 0.047
C 1.7081 -0.9529 -0.6654 -0.187 -0.098 -0.093 -0.118
C 0.6579 -1.1833 -1.6449 0.063 -0.141 0.269 -0.130
N -0.5968 -1.3117 -1.1597 0.047 1.087 -0.032 0.087
C -1.5896 -1.4309 -2.0238 -0.060 -0.110 0.211 -0.062
C -1.3942 -1.4281 -3.4087 -0.021 -0.128 0.070 -0.009
C -0.1213 -1.3355 -3.9042 0.061 -0.035 -0.126 0.028
C 0.9488 -1.2356 -3.0076 0.044 0.020 -0.169 -0.069
H 8.3809 -0.7065 -10.6139 0.009 0.007 0.011 0.093
H 6.8508 0.1276 -10.2681 -0.008 0.001 0.010 0.096
H 6.9297 -1.6546 -10.2232 0.002 -0.005 0.006 0.096
H 5.1982 -0.8306 -8.9681 0.003 -0.010 0.019 0.104
H 3.6234 -0.9783 -7.0811 0.022 0.024 -0.022 0.115
H 6.8978 -0.8500 -4.3321 -0.006 0.013 -0.013 0.105
H 8.4692 -0.7016 -6.2082 -0.026 -0.006 0.004 0.122
H 5.3980 -0.7314 -2.7996 0.002 0.018 -0.028 0.146
H 5.0532 -0.4995 -0.3081 -0.031 -0.036 0.002 0.119
H 4.2933 -0.2745 2.0416 -0.024 -0.020 -0.001 0.116
H 1.8722 -0.4574 2.5544 0.019 0.132 -0.044 0.047
H -2.5842 -1.5327 -1.6079 0.004 0.170 0.000 0.118
H -2.2499 -1.4947 -4.0655 -0.005 -0.007 0.023 0.115
H 0.0770 -1.3226 -4.9686 0.007 -0.021 0.034 0.124
C -7.6133 0.7686 5.4423 0.024 -0.022 -0.058 -0.052
C -6.5954 0.7813 4.3317 -0.009 -0.023 0.064 -0.271
C -5.5340 -0.1174 4.3253 -0.015 0.035 0.022 -0.032
C -4.6143 -0.1370 3.2854 0.009 0.006 -0.021 -0.063
C -4.7558 0.7567 2.2369 -0.066 -0.106 -0.050 -0.264
C -5.7992 1.6747 2.2313 -0.025 -0.005 -0.040 -0.043
C -6.7088 1.6809 3.2739 0.001 0.017 -0.016 -0.032
S -3.6174 0.8712 0.8769 0.275 0.156 -0.124 0.601
O -2.7682 1.9872 1.1877 0.040 0.463 0.194 -0.327
O -4.4091 0.9270 -0.3253 -0.068 -0.041 0.084 -0.278
N -2.6481 -0.4061 0.9229 -0.653 -0.620 0.003 -0.191
C -3.2215 -1.6728 0.8186 0.206 0.200 0.102 -0.288
C -4.5330 -2.0013 0.5238 0.060 -0.048 -0.014 -0.019
C -4.9530 -3.3470 0.5016 -0.066 0.153 -0.013 -0.060
C -4.0936 -4.3803 0.7412 0.006 -0.079 0.001 -0.049
C -2.7412 -4.0932 1.0218 0.053 0.103 0.028 -0.151
C -1.7640 -5.0893 1.2399 -0.115 -0.042 -0.046 -0.003
C -0.4759 -4.7319 1.4950 0.134 0.036 0.109 -0.040
C -0.1431 -3.3652 1.5362 0.175 0.056 0.180 -0.105
N -1.0176 -2.4114 1.3390 -0.134 0.410 -0.485 0.031
C -2.3154 -2.7490 1.0730 0.002 -0.050 0.039 -0.148
H -7.1948 0.3475 6.3565 -0.007 0.021 -0.009 0.074
H -8.4772 0.1602 5.1638 0.013 0.011 0.004 0.084
H -7.9765 1.7739 5.6571 0.018 -0.013 0.007 0.077
H -5.4194 -0.8145 5.1480 -0.016 0.002 -0.019 0.113
H -3.7932 -0.8410 3.2991 0.011 0.028 -0.008 0.076
H -5.8891 2.3800 1.4131 -0.018 -0.058 0.029 0.122
H -7.5238 2.3958 3.2653 0.024 0.001 0.014 0.116
H -5.2412 -1.2208 0.2866 -0.017 -0.024 0.024 0.104
H -5.9927 -3.5583 0.2830 0.022 0.032 -0.022 0.109
H -4.4281 -5.4096 0.7077 0.022 0.011 0.010 0.109
H -2.0535 -6.1331 1.1986 -0.005 0.020 -0.018 0.121
H 0.2933 -5.4742 1.6570 0.006 0.030 0.028 0.107
H 0.8728 -3.0478 1.7449 -0.015 -0.064 -0.077 0.110
F 1.4317 1.7791 -1.9559 0.124 -0.002 -0.065 0.130
C 1.3378 2.5940 -0.8939 -0.274 -0.156 0.087 -0.626
F 1.5091 3.8350 -1.3101 0.065 0.136 -0.036 0.154
F 2.3339 2.2875 -0.0559 0.199 -0.042 -0.010 0.118
S -0.3246 2.3276 -0.0323 1.097 0.258 -1.016 0.625
O 0.1028 1.7129 1.2198 -0.552 0.389 0.083 -0.415
O -0.9599 1.3593 -0.9028 -0.139 0.647 0.056 -0.286
N -0.8762 3.7626 -0.1274 -0.773 -0.383 0.536 -0.279
S -0.9339 4.9179 0.9652 0.689 0.149 -0.163 0.610
O -0.1813 4.6240 2.1526 -0.151 -0.089 0.002 -0.298
O -0.7174 6.1435 0.2635 -0.003 0.039 0.066 -0.270
C -2.6824 5.1236 1.5770 0.032 0.110 -0.233 -0.680
F -2.8173 6.4165 1.8842 -0.048 0.120 -0.005 0.127
F -3.5819 4.8196 0.6501 -0.026 -0.113 0.020 0.145
F -2.9153 4.4400 2.6869 -0.054 -0.395 0.065 0.137
```
Positions in Å, forces in eV/Å.

- highest occupied orbital energy (spin up / spin down) (eV) = -7.8 / -7.8
- ΔE to the lowest compared entry with this formula, charge and spin (kJ/mol) = 0.0
- orbital gap (spin up / spin down) (eV) = 7.18 / 7.18
- largest force on an atom (eV/A) = 2.9
- 2S+1 = 1